The following is a quantum chemistry calculation of a 2-piece molecular cluster, C8H6N5O6S overall, from the OMol25 dataset.

XYZ file:
```
26
Properties=species:S:1:pos:R:3:forces:R:3
N -3.6607 3.1886 -2.3509 2.0 -1.1 1.2
C -2.7674 2.6567 -1.8099 -2.3 0.8 -0.9
C -1.6796 1.9978 -1.1596 0.6 -0.5 1.0
C -1.5946 1.7931 0.2235 -0.1 0.4 -1.0
C -0.3609 1.4171 0.8486 0.2 -0.4 -1.4
N -0.2888 1.4298 2.2922 0.6 -0.8 2.6
O -1.2539 1.8391 2.9766 1.5 -0.5 -1.7
O 0.7621 0.9898 2.8210 -1.9 1.0 -1.2
C 0.7585 1.0312 0.0836 -0.5 0.1 1.9
C 0.6697 1.2726 -1.2766 0.9 0.7 -2.7
N 1.7248 1.4450 -2.1884 -1.6 0.1 0.6
O 2.9193 1.2209 -2.1747 -1.2 0.3 -0.1
O 1.1319 2.0832 -3.3349 0.1 -0.9 0.7
N -0.2448 2.2498 -3.1792 0.7 -1.2 2.2
C -0.4959 1.7451 -1.9438 0.6 1.6 -1.0
H -2.4770 1.9738 0.8437 0.5 0.1 -0.2
H 1.7046 0.7279 0.5199 -0.2 0.1 0.1
C 1.1048 -4.2403 1.1985 0.0 0.0 0.0
S 0.0516 -2.9004 0.6543 -0.2 3.3 0.4
N 0.9051 -1.5254 0.5778 -0.3 -0.2 0.6
O -0.4544 -3.2984 -0.6464 0.3 -0.4 0.1
O -0.9259 -2.6557 1.7157 -0.4 -1.2 0.1
H 0.4933 -5.1481 1.2155 0.1 0.2 0.0
H 1.9317 -4.3344 0.4976 -0.1 0.0 0.0
H 1.4826 -4.0050 2.1922 -0.1 0.0 0.0
H 0.5639 -0.9539 1.4037 0.6 -1.5 -1.1
```
Positions in Å, forces in eV/Å.

Its total energy is -1431.629048 Ha. As for the energy relative to the best compared isomer or geometry (same formula, charge and spin): 11.8 kJ/mol. Its total charge is -1. The HOMO-LUMO gap comes out at 5.560 eV.

The net atomic charges from Mulliken, expressed in e, are: number 1, N, carries -0.51; number 2, C, carries 0.01; number 3, C, carries 0.16; number 4, C, carries -0.44; number 5, C, carries 0.13; number 6, N, carries 0.97; number 7, O, carries -0.63; number 8, O, carries -0.56; number 9, C, carries -0.28; number 10, C, carries 0.24; number 11, N, carries 0.80; number 12, O, carries -0.66; number 13, O, carries -0.19; number 14, N, carries -0.55; number 15, C, carries 0.49; number 16, H, carries 0.50; number 17, H, carries 0.35; number 18, C, carries -0.86; number 19, S, carries 1.10; number 20, N, carries -0.62; number 21, O, carries -0.71; number 22, O, carries -0.74; number 23, H, carries 0.28; number 24, H, carries 0.28; number 25, H, carries 0.26; number 26, H, carries 0.16